No. 1
Below is a molecular structure, C4H9NO, with properties calculated with ωB97M-V with the def2-TZVPD basis set.

Computed properties:
HOMO-LUMO gap: 8.28 eV
Total charge: 0
HOMO: -7.214 eV
E_LUMO: 1.1 eV

Structure (XYZ):
```
15
Properties=species:S:1:pos:R:3:forces:R:3:mulliken_charge:R:1
O 2.4513 0.2998 0.3280 -0.067 0.184 0.200 -0.549
N -0.6336 -0.2337 -0.3341 -0.118 0.057 0.019 0.194
C 1.4590 -0.2003 -0.5377 -0.091 -0.227 -0.257 0.173
C -1.9287 -0.3560 -0.1897 0.022 0.014 -0.067 -0.463
C 0.4206 -1.1875 0.0737 0.047 -0.204 0.111 -0.750
C 0.2626 0.6501 -0.8162 -0.116 0.063 -0.090 -0.752
H 2.0051 -0.6216 -1.3897 -0.085 0.067 0.094 0.321
H 0.0361 1.5221 -1.4164 0.047 -0.104 0.102 0.380
H -0.6542 1.8872 1.3407 -0.070 -0.013 0.030 -0.066
H -2.3099 -1.2389 0.3039 0.089 0.109 -0.072 0.235
H 0.4712 -1.3023 1.1594 0.026 0.041 -0.139 0.314
H 2.0064 0.9307 0.9117 0.137 -0.078 -0.047 0.325
H -2.5831 0.3982 -0.6059 0.101 -0.084 0.055 0.290
H 0.3002 -2.1561 -0.4195 0.019 0.144 0.071 0.317
H -1.3032 1.6081 1.5917 0.059 0.028 -0.009 0.032
```
Forces are in eV/Å.


No. 2
Below is 2 unconnected molecules or ions with the total composition C4H7NO in a non-equilibrium geometry, with properties calculated with ωB97M-V with the def2-TZVPD basis set.

Computed properties:
HOMO-LUMO gap (spin up / spin down): 8.02 / 8.02 eV
Total charge: 0
HOMO (spin up / spin down): -7.644 / -7.644 eV
E_LUMO (spin up / spin down): 0.4 / 0.4 eV

Structure (XYZ):
```
13
Properties=species:S:1:pos:R:3:forces:R:3:mulliken_charge:R:1
O 2.4598 -0.7981 -0.4917 0.543 -0.622 0.016 -0.385
N 1.8639 0.3235 0.0970 -3.906 0.887 -0.498 -0.636
C -1.6084 -0.0072 0.0079 -0.584 0.351 0.475 -0.363
C -0.4441 -0.8697 -0.3838 2.370 -0.955 2.100 -0.548
C 0.5127 0.1761 0.0090 4.542 0.792 -0.182 0.299
C -0.6018 1.1433 0.3102 -0.037 0.359 0.547 -0.379
H -2.3094 0.2166 -0.8054 0.217 -0.140 0.084 0.263
H -0.6028 1.9272 -0.4544 -0.091 -0.121 0.174 0.238
H 3.4002 -0.6773 -0.2787 -0.507 -0.074 -0.107 0.355
H -2.1865 -0.3409 0.8799 0.099 0.044 -0.311 0.241
H -0.3664 -1.6267 -1.1550 0.174 -0.140 0.360 0.383
H 0.5288 -1.0642 0.9614 -2.898 -0.348 -2.480 0.264
H -0.6459 1.5973 1.3036 0.078 -0.034 -0.179 0.267
```
Forces are in eV/Å.


No. 3
Below is a single CBr2O2 molecule in a non-equilibrium geometry, with properties calculated with ωB97M-V with the def2-TZVPD basis set.

Computed properties:
HOMO-LUMO gap: 9.84 eV
Total charge: 0
HOMO: -9.969 eV
E_LUMO: -0.1 eV

Structure (XYZ):
```
5
Properties=species:S:1:pos:R:3:forces:R:3:mulliken_charge:R:1
Br -1.6849 -1.3091 -0.6402 -0.917 -1.872 -0.690 0.058
Br 0.6266 1.3933 1.3475 0.738 1.032 1.100 -0.009
O -1.0120 0.2519 -0.2608 4.089 0.568 0.345 -0.330
O 1.4479 -0.4827 -0.4660 0.209 -1.019 -0.843 -0.276
C 0.6223 0.1465 0.0196 -4.119 1.291 0.089 0.557
```
Forces are in eV/Å.


No. 4
Below is a molecular structure, C20H27N2O3PSV in a non-equilibrium geometry, with properties calculated with ωB97M-V with the def2-TZVPD basis set.

Computed properties:
Multiplicity: 4
HOMO-LUMO gap (spin up / spin down): 7.24 / 8.24 eV
⟨S²⟩: 3.766
Total charge: 0
HOMO (spin up / spin down): -7.188 / -8.188 eV
E_LUMO (spin up / spin down): 0.1 / 0.1 eV

Structure (XYZ):
```
55
Properties=species:S:1:pos:R:3:forces:R:3:mulliken_charge:R:1
V 0.1422 0.1516 -0.1523 2.893 -2.438 -0.068 -0.488
S -1.3692 2.6367 0.9699 3.336 -0.669 -1.251 0.877
P -1.4660 -1.5074 -0.0487 -0.790 -1.929 2.069 1.345
O -2.4324 2.2850 0.0569 0.150 0.277 0.465 -0.630
O -1.4788 2.2952 2.3606 -0.332 0.337 -0.380 -0.612
O 2.1472 2.5951 -0.5801 -1.319 1.101 0.632 -0.638
N 0.1313 2.0002 0.3331 -1.408 2.730 0.772 -0.141
N 2.6339 -0.6519 -1.1151 -1.551 0.473 0.160 0.738
C 0.4219 6.7176 0.1064 -0.371 -0.324 0.157 -0.512
C -3.2501 -1.4341 -0.2659 -0.435 0.070 -0.273 -1.261
C -1.3476 -2.0084 1.7410 -0.465 0.125 -0.254 -1.356
C 3.2221 0.0150 1.2837 0.336 0.341 0.071 -0.713
C 1.9145 -2.7441 3.5234 0.118 0.135 -0.118 -0.830
C -1.0606 -3.1129 -0.8307 0.071 0.072 -0.383 -1.444
C 0.5465 4.3092 0.1753 -0.039 0.958 -0.135 -0.289
C 1.0721 2.9515 -0.0665 -0.160 -2.311 -0.140 0.620
C -0.8865 6.6581 0.6262 0.220 -0.191 -0.043 -0.517
C -1.4827 5.4252 0.9158 0.242 0.121 -0.018 -0.622
C -0.7435 4.2755 0.6879 -0.829 0.960 0.284 0.435
C 0.5729 -2.7934 3.1638 -0.158 -0.100 -0.242 -0.852
C 1.1445 5.5428 -0.1329 -0.397 -0.361 0.252 -0.415
C 0.9507 -1.0673 1.4881 -0.740 0.638 -0.891 0.186
C 2.2904 -1.0025 1.8734 0.261 -0.506 0.759 0.845
C 2.6421 -2.1041 -1.1899 0.026 -0.014 0.136 -1.225
C 2.7751 -1.8441 2.8915 -0.361 0.155 -0.342 -0.881
C 3.6202 -0.0970 -0.2020 0.373 0.018 -0.060 -0.987
C 0.0989 -1.9649 2.1354 0.488 -0.296 0.680 1.254
C 2.6793 -0.0364 -2.4344 0.107 0.207 -0.040 -1.181
H -0.1194 -3.4841 3.6578 0.315 0.190 -0.087 0.410
H -0.4821 0.3556 -1.9345 0.825 0.535 -1.054 0.125
H 2.8205 1.0311 1.4567 0.030 -0.449 -0.099 0.137
H 3.8206 0.9292 -0.5304 0.174 -0.367 -0.013 0.360
H 2.3036 -3.4028 4.2914 -0.077 0.040 0.031 0.378
H 4.5425 -0.6991 -0.2853 -0.018 0.176 -0.003 0.453
H 2.5545 -2.5260 -0.1830 0.101 0.052 -0.219 0.334
H -2.4942 5.3245 1.3107 0.246 0.284 -0.105 0.430
H -0.9099 -2.9410 -1.9034 0.020 -0.263 0.123 0.339
H 1.7782 -2.4523 -1.7726 0.242 0.068 0.028 0.257
H -1.4428 7.5773 0.8088 0.176 -0.215 -0.084 0.382
H 1.8132 -0.3593 -3.0267 0.249 -0.109 0.017 0.310
H 3.6115 -0.2995 -2.9678 -0.195 0.084 -0.051 0.332
H -1.8853 -3.8243 -0.6899 0.203 0.169 -0.008 0.400
H 3.8236 -1.7704 3.1857 -0.237 -0.118 -0.007 0.376
H -3.4584 -1.4313 -1.3400 -0.237 0.084 0.122 0.408
H 4.1682 -0.0492 1.8368 -0.153 0.231 -0.016 0.417
H -1.9431 -1.2704 2.3081 0.193 -0.238 -0.098 0.454
H -1.1178 0.2772 -1.5576 -0.780 0.270 0.078 -0.076
H -0.1416 -3.5209 -0.3937 -0.167 0.146 -0.109 0.344
H 0.8617 7.6910 -0.1132 -0.088 -0.303 0.040 0.380
H 3.5725 -2.4636 -1.6643 -0.128 -0.064 0.055 0.357
H 2.1496 5.5544 -0.5503 -0.223 0.032 0.096 0.485
H -1.7930 -3.0073 1.8998 0.057 0.358 -0.085 0.482
H -3.7419 -2.3017 0.1996 0.168 0.268 -0.163 0.401
H 2.6105 1.0546 -2.3237 0.124 -0.343 -0.052 0.301
H -3.6132 -0.5069 0.1851 -0.087 -0.097 -0.132 0.318
```
Forces are in eV/Å.


No. 5
Below is a single C6H10N4 molecule in a non-equilibrium geometry, with properties calculated with ωB97M-V with the def2-TZVPD basis set.

Computed properties:
Multiplicity: 3
HOMO-LUMO gap (spin up / spin down): 5.74 / 7.37 eV
⟨S²⟩: 2.018
Total charge: 0
HOMO (spin up / spin down): -5.037 / -9.414 eV
E_LUMO (spin up / spin down): 0.7 / -2.0 eV

Structure (XYZ):
```
20
Properties=species:S:1:pos:R:3:forces:R:3:mulliken_charge:R:1
N -1.4797 1.6853 0.5223 -2.014 6.760 1.380 -0.555
N 0.6145 -1.7441 -0.2736 -2.821 -2.234 -0.546 -0.529
N 1.5791 1.7279 0.1061 -1.948 0.460 0.395 -0.848
N 0.7578 0.5860 -0.1341 -2.549 0.585 -0.270 0.202
C -3.0000 -0.5314 -0.3170 0.560 2.417 2.654 -1.314
C 1.2847 -0.6795 -0.2989 3.538 3.846 0.910 0.577
C -0.9095 0.7043 0.1020 4.500 -3.744 -1.517 0.224
C -0.7162 -1.6506 -0.2966 1.004 -5.099 -0.160 -0.553
C -1.5150 -0.5380 -0.1742 -1.265 2.933 -0.145 0.815
C 2.7949 -0.7397 -0.3446 0.760 0.171 -3.013 -0.898
H 3.2058 0.3198 -0.6017 -0.447 -2.210 0.810 0.306
H -1.2802 -2.5882 -0.2489 0.473 0.028 -0.040 0.342
H 1.3057 2.4366 -0.6387 0.445 -0.918 1.571 0.254
H -3.3746 -0.3984 0.7763 0.231 -0.003 -1.633 0.235
H -1.1948 2.7440 0.5079 0.061 -3.089 -0.001 0.254
H -3.1280 0.4413 -0.8101 -0.918 -0.341 0.156 0.319
H 1.2806 2.0638 1.0744 0.683 -0.082 -1.805 0.263
H -3.6009 -1.2887 -0.7365 0.143 -1.246 -0.781 0.426
H 3.0966 -1.4727 -1.2331 -0.637 1.492 1.850 0.249
H 3.1942 -1.1907 0.5578 0.202 0.275 0.186 0.231
```
Forces are in eV/Å.


Copy entry 1 word for word.
Below is a molecular structure, C4H9NO, with properties calculated with ωB97M-V with the def2-TZVPD basis set.

Computed properties:
HOMO-LUMO gap: 8.28 eV
Total charge: 0
HOMO: -7.214 eV
E_LUMO: 1.1 eV

Structure (XYZ):
```
15
Properties=species:S:1:pos:R:3:forces:R:3:mulliken_charge:R:1
O 2.4513 0.2998 0.3280 -0.067 0.184 0.200 -0.549
N -0.6336 -0.2337 -0.3341 -0.118 0.057 0.019 0.194
C 1.4590 -0.2003 -0.5377 -0.091 -0.227 -0.257 0.173
C -1.9287 -0.3560 -0.1897 0.022 0.014 -0.067 -0.463
C 0.4206 -1.1875 0.0737 0.047 -0.204 0.111 -0.750
C 0.2626 0.6501 -0.8162 -0.116 0.063 -0.090 -0.752
H 2.0051 -0.6216 -1.3897 -0.085 0.067 0.094 0.321
H 0.0361 1.5221 -1.4164 0.047 -0.104 0.102 0.380
H -0.6542 1.8872 1.3407 -0.070 -0.013 0.030 -0.066
H -2.3099 -1.2389 0.3039 0.089 0.109 -0.072 0.235
H 0.4712 -1.3023 1.1594 0.026 0.041 -0.139 0.314
H 2.0064 0.9307 0.9117 0.137 -0.078 -0.047 0.325
H -2.5831 0.3982 -0.6059 0.101 -0.084 0.055 0.290
H 0.3002 -2.1561 -0.4195 0.019 0.144 0.071 0.317
H -1.3032 1.6081 1.5917 0.059 0.028 -0.009 0.032
```
Forces are in eV/Å.